The following is a DFT calculation (the ωB97M-V functional and the def2-TZVPD basis) of 10 unconnected molecules or ions with the total composition C34H74O17S10 in a non-equilibrium geometry.

```
135
Properties=species:S:1:pos:R:3:forces:R:3:lowdin_charge:R:1
C -5.657 -27.692 -7.392 -0.13 -0.24 -1.10 -0.25
S -6.784 -26.361 -6.743 0.25 -1.46 -0.62 0.82
O -6.941 -25.504 -7.969 -0.38 0.07 0.42 -0.59
C -8.292 -27.438 -6.531 1.79 -0.13 0.15 -0.22
H -4.676 -27.229 -7.527 -0.39 0.13 0.07 0.01
H -6.024 -27.990 -8.431 0.11 0.39 1.45 0.08
H -5.465 -28.583 -6.770 -0.56 0.48 0.04 0.06
H -8.515 -27.864 -7.481 -0.25 -0.19 -0.91 0.04
H -9.100 -26.845 -6.164 -0.45 0.41 0.43 0.01
H -7.996 -28.273 -5.869 -0.22 0.60 0.00 0.06
C -4.137 -23.787 -8.318 -0.61 0.47 0.63 -0.21
S -5.096 -22.644 -7.256 -0.42 0.24 -1.24 0.83
O -4.351 -22.450 -5.993 0.21 0.21 0.78 -0.56
C -4.649 -21.094 -8.122 0.24 -0.44 1.99 -0.22
H -3.974 -24.704 -7.732 0.07 0.41 -0.16 0.03
H -3.210 -23.253 -8.572 -0.24 -0.50 -0.19 0.06
H -4.826 -24.023 -9.138 0.46 0.09 -0.11 0.06
H -4.928 -21.070 -9.134 -0.51 0.20 -1.26 0.04
H -3.580 -21.144 -7.989 0.52 0.28 -0.28 0.04
H -4.997 -20.257 -7.487 -0.19 -0.49 -0.59 0.06
C -7.391 -25.672 1.684 -0.44 -0.24 0.16 -0.25
S -5.817 -26.468 1.300 -0.45 0.11 -0.83 0.81
O -5.913 -27.873 1.738 0.14 -0.54 0.44 -0.55
C -6.144 -26.499 -0.505 -1.35 0.18 1.57 -0.22
H -7.460 -25.379 2.735 0.22 -0.05 -0.20 0.06
H -8.224 -26.348 1.455 0.32 -0.09 0.04 0.07
H -7.491 -24.814 1.037 0.02 0.53 0.00 0.03
H -5.309 -26.909 -1.002 1.00 -0.10 -0.69 0.03
H -6.416 -25.475 -0.741 0.34 0.01 -0.58 0.02
H -7.010 -27.166 -0.627 0.20 0.20 0.02 0.07
C -5.740 -19.168 -3.585 -1.16 -0.45 -0.46 -0.20
C -6.674 -19.113 -4.862 0.19 1.18 1.08 -0.21
C -7.987 -18.377 -4.484 0.57 -0.06 1.77 -0.18
S -7.320 -17.012 -3.441 1.69 0.59 -0.95 0.68
O -8.027 -16.745 -2.233 -0.97 -0.20 0.84 -0.33
O -7.096 -15.878 -4.316 0.08 -0.55 -0.06 -0.33
C -5.685 -17.778 -2.967 -0.40 0.50 -0.49 -0.20
H -4.759 -19.596 -3.922 -0.89 0.20 0.88 0.13
H -6.334 -19.763 -2.856 1.02 -0.34 -0.35 0.10
H -6.848 -20.077 -5.253 -0.40 -1.26 -0.21 0.07
H -6.112 -18.599 -5.624 -0.06 0.61 -0.47 0.11
H -8.686 -18.980 -3.829 0.86 0.53 -0.90 0.10
H -8.544 -17.822 -5.229 0.05 -0.33 -0.39 0.10
H -5.622 -17.699 -1.882 -0.29 -0.47 0.01 0.09
H -4.867 -17.156 -3.321 -0.19 0.17 -0.53 0.10
C -10.008 -23.387 -8.512 0.28 2.06 -0.68 -0.18
C -9.204 -22.435 -9.418 -0.59 0.39 -0.69 -0.23
C -8.503 -21.396 -8.560 -0.88 -0.28 0.19 -0.21
S -9.925 -20.843 -7.542 0.29 0.43 -2.30 0.68
O -10.683 -19.807 -8.229 0.53 -0.89 0.48 -0.32
O -9.438 -20.597 -6.229 0.18 0.58 1.69 -0.34
C -10.801 -22.407 -7.628 -1.04 -0.44 -0.63 -0.20
H -9.329 -24.025 -8.001 0.34 -0.63 0.75 0.08
H -10.625 -23.933 -9.197 -0.58 -0.60 0.14 0.11
H -9.976 -21.906 -10.043 0.95 -0.42 0.10 0.13
H -8.506 -22.990 -10.026 0.13 -0.05 -0.39 0.11
H -8.003 -20.588 -9.094 -0.37 0.13 0.08 0.11
H -7.796 -21.888 -7.894 0.03 0.03 0.20 0.06
H -11.797 -22.189 -8.058 0.57 0.04 0.04 0.12
H -10.982 -22.766 -6.641 0.10 -0.19 0.94 0.07
C -1.428 -24.150 -4.187 0.33 -0.06 0.23 -0.19
C -0.674 -25.465 -4.512 -1.98 -0.71 0.04 -0.19
C -1.670 -26.585 -4.045 0.35 0.42 -1.89 -0.20
S -3.252 -25.968 -4.727 -0.69 -2.21 1.96 0.68
O -4.308 -26.522 -3.871 0.42 0.67 -0.70 -0.36
O -3.376 -26.259 -6.142 0.69 0.56 0.12 -0.35
C -2.969 -24.281 -4.356 0.85 0.27 -0.72 -0.22
H -0.920 -23.323 -4.687 -0.65 0.06 -0.38 0.12
H -1.237 -23.957 -3.158 0.00 0.21 1.04 0.09
H 0.203 -25.539 -3.888 0.59 0.08 -0.45 0.11
H -0.534 -25.533 -5.607 0.45 -0.20 0.64 0.12
H -1.729 -26.652 -2.971 -0.32 0.19 0.34 0.10
H -1.508 -27.595 -4.455 0.03 0.45 0.04 0.11
H -3.577 -24.115 -3.473 0.29 0.23 0.37 0.10
H -3.371 -23.663 -5.158 0.08 -0.18 0.09 0.04
C -7.050 -23.805 -2.868 0.51 -0.78 0.73 -0.21
C -7.041 -22.615 -3.820 -1.26 0.57 -0.40 -0.21
C -7.924 -23.001 -5.002 -1.13 0.12 0.76 -0.19
S -9.315 -23.801 -4.077 0.16 -1.45 -2.39 0.68
O -9.960 -24.828 -4.926 0.50 1.13 0.98 -0.36
O -10.094 -22.719 -3.565 -1.05 0.89 0.58 -0.32
C -8.415 -24.557 -2.719 0.25 0.53 -0.90 -0.19
H -6.755 -23.457 -1.881 0.51 -0.32 -0.08 0.06
H -6.316 -24.520 -3.296 -0.28 0.27 0.65 0.12
H -6.042 -22.411 -4.136 0.78 0.14 -0.20 0.09
H -7.448 -21.678 -3.397 0.11 -0.53 0.11 0.10
H -7.512 -23.735 -5.656 0.53 -0.77 -0.35 0.05
H -8.338 -22.177 -5.626 0.16 -0.58 0.88 0.07
H -8.335 -25.634 -2.973 -0.07 0.67 0.44 0.11
H -8.989 -24.351 -1.786 0.43 -0.24 -0.79 0.09
C -9.197 -18.993 -0.619 -0.91 0.47 -0.68 -0.23
C -9.207 -20.382 -1.255 0.74 0.60 0.10 -0.20
C -8.482 -21.388 -0.348 0.38 -0.83 -1.10 -0.20
S -8.196 -20.529 1.160 -0.83 -0.13 0.70 0.68
O -6.911 -19.892 1.048 0.64 0.20 0.28 -0.31
O -8.532 -21.333 2.319 0.44 0.31 -0.48 -0.32
C -9.432 -19.259 0.871 0.34 0.27 -0.74 -0.19
H -9.920 -18.333 -1.172 0.18 -0.66 1.01 0.14
H -8.285 -18.471 -0.826 0.76 0.08 0.42 0.07
H -8.892 -20.330 -2.278 0.63 -0.26 -0.45 0.07
H -10.218 -20.659 -1.327 -1.43 -0.68 -0.01 0.09
H -7.562 -21.903 -0.727 -0.47 1.02 0.38 0.10
H -9.162 -22.187 -0.138 -0.49 -0.58 0.38 0.09
H -9.251 -18.420 1.530 0.12 0.08 0.16 0.11
H -10.417 -19.677 1.041 -0.16 -0.17 0.18 0.11
C -3.412 -22.285 2.800 0.80 -1.27 -0.52 -0.20
C -4.165 -21.052 2.346 -0.46 0.47 1.70 -0.25
C -3.866 -20.725 0.916 1.19 -1.62 0.16 -0.18
S -3.837 -22.426 0.193 -0.29 -0.41 -0.91 0.70
O -2.683 -22.730 -0.633 0.17 0.56 0.58 -0.34
O -5.106 -22.673 -0.469 -0.29 0.13 0.49 -0.35
C -3.711 -23.376 1.742 -1.17 1.92 0.26 -0.20
H -3.613 -22.652 3.806 -0.61 0.17 -0.05 0.12
H -2.339 -22.058 2.867 -0.05 0.00 -0.45 0.12
H -3.886 -20.308 3.084 0.03 0.77 -0.36 0.12
H -5.245 -21.111 2.428 -0.20 -0.51 0.21 0.10
H -2.855 -20.337 0.798 -0.19 0.29 -0.34 0.11
H -4.686 -20.200 0.478 -0.17 0.51 -0.61 0.07
H -3.016 -24.130 1.527 1.11 -1.00 0.04 0.08
H -4.693 -23.800 1.952 0.06 -0.02 -0.22 0.08
C -13.486 -24.509 -3.652 -0.82 -0.61 2.10 -0.19
C -14.046 -23.241 -3.012 -0.91 0.88 -1.48 -0.26
C -13.106 -22.711 -1.954 -0.29 -0.15 0.34 -0.22
S -12.596 -24.206 -1.097 -3.14 -1.26 -0.75 0.65
O -13.421 -24.393 0.074 0.12 0.30 -0.17 -0.32
O -11.202 -24.344 -0.978 2.85 0.18 0.28 -0.32
C -13.190 -25.393 -2.409 -0.62 0.47 0.33 -0.19
H -12.543 -24.180 -4.045 0.46 -0.46 -0.99 0.08
H -14.215 -25.012 -4.336 0.98 0.61 0.30 0.13
H -15.060 -23.328 -2.672 -0.51 -0.51 0.59 0.11
H -14.148 -22.517 -3.817 0.15 0.45 -0.03 0.11
H -13.590 -22.034 -1.222 0.46 -0.37 -0.47 0.12
H -12.258 -22.287 -2.473 0.48 0.23 0.30 0.08
H -14.093 -25.879 -1.968 0.55 0.47 -0.44 0.11
H -12.437 -26.141 -2.578 0.45 -0.21 0.09 0.09
```
Positions in Å, forces in eV/Å.

Computed properties:
Energy relative to the best compared isomer or geometry (same formula, charge and spin), kcal/mol: 0.0
Highest occupied orbital energy, eV: -8.81
Maximum force, Eh/bohr: 0.067



The following is a DFT calculation (the ωB97M-V functional and the def2-TZVPD basis) of a molecular structure, C34H75BI2N3NbO14PS in a non-equilibrium geometry.

```
132
Properties=species:S:1:pos:R:3:forces:R:3:lowdin_charge:R:1
C -1.200 4.592 -0.625 -0.08 0.51 -0.14 -0.22
C -1.856 3.222 -1.094 0.21 0.20 1.99 -0.88
I -1.616 3.026 -3.263 0.02 -0.15 0.03 0.73
C -1.349 1.927 -0.320 -1.33 0.84 -1.33 -0.93
I 0.822 1.715 -0.275 -0.53 -0.14 -0.27 0.86
Nb -2.349 1.812 1.753 0.83 -1.63 2.62 1.49
C -1.451 -0.261 2.018 0.51 -0.31 -0.38 -0.37
C -2.483 -1.425 2.382 0.70 -0.97 0.17 -0.29
C -3.095 -2.228 1.134 -0.25 0.09 0.72 -0.31
N -2.412 -2.034 -0.160 -0.68 -0.64 0.24 -0.03
C -3.376 1.811 3.796 -1.66 0.94 0.99 -0.26
C -4.665 2.760 3.885 0.23 1.05 -0.87 -0.48
O -4.811 3.816 3.258 0.48 -2.42 1.85 -0.01
N -5.719 2.313 4.845 0.14 0.65 -0.32 -0.23
C -6.150 3.426 5.729 -0.35 -0.23 0.72 -0.12
C -6.852 1.671 4.134 0.23 -1.37 -0.27 -0.11
P -4.497 0.931 0.618 -1.27 0.54 -0.65 0.09
S -5.729 2.410 0.113 -0.42 0.21 -0.20 -0.10
B -0.552 2.869 2.789 0.95 2.34 0.36 -0.67
N -0.074 2.347 4.119 -0.03 0.41 -0.39 0.05
O 0.130 4.031 2.252 0.13 -2.14 0.11 -0.06
H -0.076 4.556 -0.489 -1.29 -0.29 -0.30 0.04
H -1.395 5.412 -1.401 0.07 -1.16 1.11 0.05
H -1.644 4.899 0.383 0.53 -0.54 -1.47 0.06
H -2.983 3.292 -0.892 1.47 -0.22 -0.66 0.02
H -1.749 1.016 -0.892 0.79 1.09 0.72 -0.01
H -2.983 3.502 1.414 0.57 -0.16 -0.53 -0.04
H -0.775 -0.507 1.129 -0.89 -0.17 1.29 0.01
H -0.734 -0.178 2.914 -0.91 0.20 -1.14 0.05
H -1.894 -2.193 3.002 -0.81 1.04 -0.70 0.10
H -3.351 -1.106 3.042 1.06 -0.12 -0.73 0.06
H -4.198 -1.946 1.044 1.44 -0.36 -0.17 0.07
H -3.078 -3.338 1.419 -0.02 1.48 -0.64 0.11
H -1.516 -2.519 -0.219 -0.33 0.60 0.18 0.06
H -2.354 -1.055 -0.442 0.25 -0.53 0.32 0.01
H -3.735 0.788 4.143 0.54 1.06 -0.39 0.04
H -2.686 2.192 4.632 -0.87 -0.54 -1.13 0.05
H -5.267 4.102 5.957 -1.22 -0.64 -0.49 0.09
H -6.466 2.970 6.730 0.34 0.54 -1.26 0.08
H -7.058 3.986 5.333 1.28 -0.28 0.31 0.09
H -7.138 2.193 3.169 0.06 -0.30 1.18 0.08
H -7.731 1.506 4.842 1.14 0.50 -0.95 0.09
H -6.511 0.615 3.836 -0.49 1.37 0.29 0.08
H -4.257 0.174 -0.584 -0.19 -0.41 0.79 -0.09
H -5.186 0.118 1.593 0.39 -0.31 -0.71 -0.10
H -0.453 3.025 4.808 0.31 -0.64 -0.34 0.06
H 0.952 2.375 4.199 -0.48 0.20 0.06 0.05
H 1.068 3.761 2.141 -0.54 0.65 0.24 0.06
O 2.438 4.624 -1.929 0.78 -0.56 -0.04 0.07
C 3.204 3.903 -2.521 -0.61 0.73 -0.13 -0.55
O 4.104 3.160 -1.845 -0.06 -0.22 0.60 -0.03
C 4.904 2.129 -2.435 0.11 0.06 -0.13 -0.23
C 6.177 2.698 -3.028 0.06 0.18 -0.11 -0.07
C 3.239 3.889 -4.025 -0.39 -0.43 -0.36 0.02
H 4.328 1.549 -3.159 -0.01 0.11 -0.01 0.12
H 5.160 1.443 -1.625 -0.18 0.17 0.07 0.11
H 5.965 3.400 -3.837 -0.02 -0.11 -0.02 0.07
H 6.810 1.899 -3.420 -0.04 0.02 0.03 0.08
H 6.737 3.249 -2.268 -0.04 -0.12 0.01 0.08
H 3.899 4.683 -4.378 -0.01 -0.06 0.02 0.10
H 2.228 4.074 -4.393 0.13 0.20 0.15 0.09
H 3.547 2.935 -4.448 0.21 0.08 -0.01 0.07
O 1.579 -1.399 3.701 0.36 0.26 -0.40 0.09
C 2.632 -0.882 3.417 -0.12 -0.42 0.21 -0.53
O 2.805 -0.322 2.206 -0.37 0.28 -0.19 -0.03
C 3.929 0.494 1.840 0.15 -0.16 -0.14 -0.24
C 5.080 -0.357 1.344 0.11 -0.17 0.14 -0.06
C 3.800 -0.936 4.362 0.11 0.44 0.53 0.02
H 4.219 1.158 2.658 -0.02 -0.11 0.06 0.11
H 3.586 1.140 1.026 -0.23 -0.14 0.17 0.07
H 5.449 -1.028 2.123 0.01 0.04 -0.06 0.06
H 5.908 0.272 1.008 -0.06 0.03 0.01 0.08
H 4.756 -0.986 0.512 -0.03 0.09 0.04 0.08
H 4.350 -1.865 4.203 0.03 0.09 -0.09 0.08
H 3.418 -0.918 5.385 -0.08 -0.20 -0.16 0.09
H 4.475 -0.086 4.275 0.14 -0.13 -0.17 0.07
O 5.649 -3.605 2.781 -0.31 -0.03 -0.26 0.08
C 4.837 -4.333 2.259 -0.11 0.02 0.27 -0.52
O 3.940 -3.828 1.400 0.45 0.39 -0.17 0.00
C 3.075 -4.621 0.573 -0.53 -0.11 -0.06 -0.22
C 1.806 -4.990 1.313 0.13 -0.03 0.28 -0.05
C 4.748 -5.788 2.628 0.46 -0.50 -0.23 0.01
H 3.599 -5.494 0.177 0.08 0.02 0.13 0.11
H 2.823 -3.997 -0.287 0.24 0.14 0.17 0.12
H 2.017 -5.608 2.190 -0.09 0.17 -0.36 0.03
H 1.125 -5.540 0.659 0.05 0.02 0.00 0.09
H 1.299 -4.091 1.672 0.05 0.00 -0.11 0.09
H 4.105 -5.898 3.503 -0.07 0.03 -0.12 0.09
H 5.751 -6.142 2.875 -0.10 0.20 0.15 0.09
H 4.389 -6.424 1.822 -0.26 0.06 0.08 0.07
O 0.717 7.975 -6.529 -0.42 -0.31 0.15 0.09
C -0.328 7.838 -5.939 0.14 0.24 -0.25 -0.53
O -0.991 6.672 -6.002 0.40 -0.28 -0.08 0.00
C -2.121 6.340 -5.179 -0.36 0.01 -0.06 -0.25
C -3.411 6.832 -5.803 -0.03 0.22 -0.12 -0.06
C -0.959 8.990 -5.205 0.16 0.17 0.66 0.01
H -1.985 6.700 -4.158 0.05 0.02 -0.08 0.11
H -2.143 5.250 -5.120 0.23 0.20 -0.07 0.03
H -3.426 7.921 -5.890 -0.04 -0.03 0.09 0.06
H -4.270 6.521 -5.204 0.07 -0.01 -0.01 0.08
H -3.523 6.431 -6.813 0.02 -0.07 0.10 0.08
H -1.566 9.572 -5.900 0.00 -0.07 0.04 0.09
H -0.163 9.624 -4.811 -0.04 -0.02 -0.27 0.09
H -1.560 8.689 -4.350 -0.18 -0.01 -0.16 0.07
O 1.610 -6.874 3.726 -0.20 -0.77 -0.01 0.09
C 1.663 -8.074 3.617 0.05 0.27 0.46 -0.51
O 0.784 -8.719 2.830 -0.14 0.30 -0.45 0.01
C 0.886 -10.102 2.469 -0.08 -0.21 0.13 -0.23
C 0.235 -10.987 3.512 -0.01 0.01 0.22 -0.07
C 2.639 -8.883 4.427 0.63 -0.12 -0.23 0.02
H 1.923 -10.382 2.271 0.00 0.06 0.11 0.11
H 0.352 -10.209 1.523 0.03 0.26 0.08 0.12
H 0.733 -10.902 4.479 0.05 -0.07 -0.08 0.07
H 0.262 -12.034 3.200 0.00 0.06 0.00 0.08
H -0.806 -10.693 3.664 0.06 -0.03 -0.11 0.09
H 2.199 -9.110 5.400 0.01 -0.01 -0.07 0.10
H 3.541 -8.287 4.575 -0.23 0.07 0.13 0.09
H 2.958 -9.803 3.941 -0.18 -0.11 0.12 0.07
O 1.349 -1.588 -6.888 -0.50 -0.13 0.27 0.09
C 0.245 -1.204 -6.585 0.25 0.12 -0.38 -0.53
O -0.612 -2.035 -5.967 0.30 -0.37 0.27 0.00
C -1.856 -1.620 -5.381 -0.27 0.11 -0.03 -0.22
C -2.970 -1.622 -6.408 0.00 0.04 -0.22 -0.07
C -0.232 0.167 -6.975 0.11 0.55 0.40 0.01
H -1.753 -0.657 -4.877 0.04 -0.01 -0.10 0.11
H -2.084 -2.352 -4.603 0.25 -0.01 -0.10 0.12
H -2.776 -0.909 -7.212 -0.04 0.05 0.10 0.07
H -3.923 -1.366 -5.941 0.07 -0.01 0.00 0.08
H -3.059 -2.607 -6.872 0.00 0.02 0.12 0.08
H -0.652 0.132 -7.982 -0.01 -0.02 0.07 0.09
H 0.624 0.844 -6.969 -0.03 -0.19 -0.18 0.09
H -0.959 0.591 -6.285 -0.16 -0.07 -0.12 0.06
```
Positions in Å, forces in eV/Å.

Computed properties:
Total charge: -1
Highest occupied orbital energy, eV: -4.13
Maximum force, Eh/bohr: 0.062



Per-record orbital gap, Ha: 0.3298, 0.1984